Record 1
Entry from the OMol25 dataset: a molecular structure, C27H31F5N2S6SiW in a non-equilibrium geometry (wB97M-V/def2-TZVPD).

## Properties
Orbital gap (alpha / beta) = 6.7 / 7.0 eV
Multiplicity = 3
DFT total energy = -119787.9247 eV
Charge = 0
LUMO level (alpha / beta) = -0.73 / -0.61 eV
F_max = 0.0200 Eh/bohr

Geometry as XYZ:
```
73
Properties=species:S:1:pos:R:3:lowdin_charge:R:1
W 0.585 -0.070 0.727 0.824
S 1.601 -1.071 2.702 0.612
C 3.320 -1.058 2.365 -0.665
C 4.209 -1.551 3.326 -0.120
C 5.568 -1.577 3.081 -0.091
C 6.076 -1.114 1.869 -0.096
C 5.210 -0.628 0.910 -0.123
C 3.837 -0.596 1.154 -0.652
S 2.762 0.042 -0.090 0.620
H 3.814 -1.910 4.268 0.101
H 6.239 -1.959 3.839 0.102
H 7.141 -1.132 1.679 0.100
H 5.584 -0.261 -0.038 0.099
C 1.072 -1.346 -4.675 -0.541
C -0.319 -1.861 -4.309 -0.524
S -0.628 -1.897 -2.522 0.898
C -1.896 -0.625 -2.309 -0.524
C -1.446 0.801 -2.564 -0.465
S -0.175 1.417 -1.414 0.834
C 1.110 2.033 -2.542 -0.492
C 1.945 1.043 -3.345 -0.527
S 1.199 0.450 -4.898 0.876
H 1.391 -1.786 -5.621 0.067
H 1.794 -1.642 -3.916 0.065
H -0.420 -2.892 -4.653 0.067
H -1.100 -1.279 -4.799 0.074
H -2.239 -0.751 -1.282 0.025
H -2.735 -0.850 -2.971 0.088
H -2.292 1.485 -2.475 0.081
H -1.027 0.890 -3.564 0.032
H 1.768 2.604 -1.891 0.059
H 0.607 2.741 -3.202 0.087
H 2.243 0.186 -2.744 0.018
H 2.857 1.565 -3.638 0.075
C 1.895 -3.504 -0.170 -0.022
C 0.505 -3.356 0.359 -0.355
C -0.255 -4.457 0.697 -0.037
C -1.548 -4.273 1.186 -0.046
C -2.081 -3.013 1.318 -0.010
C -1.287 -1.923 0.929 -0.483
N -0.030 -2.128 0.459 -0.111
N -1.524 -0.592 0.959 -0.216
Si -3.040 0.137 1.458 0.407
C -3.188 0.217 3.314 -0.168
C -3.180 1.826 0.655 -0.153
C -4.473 -0.899 0.796 -0.175
H 2.395 -4.344 0.310 0.091
H 2.481 -2.604 -0.011 0.023
H 1.858 -3.700 -1.245 0.084
H 0.169 -5.446 0.597 0.112
H -2.136 -5.134 1.476 0.112
H -3.067 -2.854 1.724 0.088
H -2.418 0.856 3.748 0.006
H -3.091 -0.780 3.752 0.032
H -4.166 0.614 3.598 0.038
H -3.455 2.579 1.395 0.030
H -3.962 1.820 -0.108 0.036
H -2.250 2.150 0.188 -0.014
H -4.837 -1.628 1.523 0.025
H -4.214 -1.443 -0.116 0.028
H -5.312 -0.240 0.559 0.031
F -1.304 7.040 0.186 0.130
C -0.975 5.841 0.665 -0.135
C 0.139 5.179 0.183 -0.140
F 0.897 5.744 -0.762 0.120
C 0.469 3.936 0.690 -0.265
F 1.584 3.355 0.226 0.040
C -0.295 3.291 1.652 -0.509
S 0.139 1.728 2.339 0.621
C -1.390 4.000 2.137 -0.266
F -2.159 3.471 3.094 0.079
C -1.738 5.249 1.656 -0.141
F -2.811 5.882 2.133 0.125
```

Record 2
Entry from the OMol25 dataset: a single C4H5N3O molecule in a non-equilibrium geometry (wB97M-V/def2-TZVPD).

## Properties
Orbital gap = 8.7 eV
Multiplicity = 1
DFT total energy = -10742.5397 eV
Charge = 0
LUMO level = 0.46 eV
F_max = 0.1173 Eh/bohr
SMILES string = N/N=C\c1ccno1

Geometry as XYZ:
```
13
Properties=species:S:1:pos:R:3:lowdin_charge:R:1
C 0.470 0.466 1.298 -0.176
C 0.190 -0.432 0.231 -0.243
C -0.193 -1.793 0.062 -0.022
C -0.372 -1.929 -1.341 -0.134
H 0.330 3.514 0.355 0.135
H -0.509 2.135 -0.607 0.204
H 0.954 -0.083 2.234 0.150
H -0.400 -2.656 0.829 0.142
H -0.738 -2.850 -1.871 0.124
N 0.036 2.466 0.401 -0.049
N 0.551 1.719 1.337 -0.067
N -0.346 -0.707 -1.932 0.030
O 0.026 0.150 -0.997 -0.094
```

Record 3
Entry from the OMol25 dataset: a molecular structure, C21H24BIN9Os in a non-equilibrium geometry (wB97M-V/def2-TZVPD).

## Properties
Orbital gap (alpha / beta) = 6.5 / 5.5 eV
Multiplicity = 6
DFT total energy = -46775.4002 eV
Charge = +4
LUMO level (alpha / beta) = -14.44 / -15.31 eV
F_max = 0.0730 Eh/bohr

Geometry as XYZ:
```
57
Properties=species:S:1:pos:R:3:lowdin_charge:R:1
Os 7.449 8.350 15.608 1.628
C 10.759 6.723 15.383 0.021
C 10.254 7.848 14.568 -0.314
C 10.996 8.659 13.629 0.096
C 10.002 9.075 12.716 0.032
N 8.774 8.599 13.072 0.038
N 8.956 8.078 14.360 -0.183
B 7.382 8.672 12.344 -0.574
N 6.730 7.266 12.776 0.047
C 5.803 6.583 12.128 -0.023
C 5.041 5.831 12.972 0.067
C 5.548 6.104 14.250 -0.282
C 5.164 5.497 15.562 -0.004
N 6.545 7.021 14.168 -0.059
N 6.527 9.764 13.089 0.062
C 5.507 10.538 12.673 0.033
C 4.786 10.974 13.777 0.080
C 5.378 10.429 14.953 -0.276
C 5.044 10.502 16.431 -0.013
N 6.415 9.694 14.498 -0.164
N 7.524 8.887 10.839 0.069
C 8.264 8.052 10.030 0.034
C 7.644 7.880 8.825 0.090
C 6.526 8.758 8.905 -0.185
C 5.624 9.277 7.820 0.060
N 6.510 9.388 10.103 0.229
H 11.773 6.491 15.097 0.110
H 10.821 7.028 16.464 0.113
H 10.122 5.835 15.316 0.108
H 12.038 8.991 13.725 0.155
H 10.143 9.560 11.754 0.156
H 5.711 6.665 11.063 0.145
H 4.270 5.135 12.720 0.143
H 4.221 4.929 15.417 0.117
H 5.972 4.830 15.974 0.116
H 4.853 6.295 16.289 0.090
H 5.356 10.639 11.613 0.129
H 3.867 11.509 13.763 0.133
H 4.137 11.126 16.469 0.112
H 4.805 9.433 16.807 0.113
H 5.827 11.031 17.031 0.073
H 9.114 7.474 10.460 0.173
H 7.886 7.166 8.085 0.139
H 6.036 10.205 7.383 0.145
H 5.546 8.454 7.097 0.118
H 4.635 9.516 8.279 0.125
I 8.925 10.634 16.562 1.272
C 8.497 9.292 18.189 -0.613
C 8.939 9.422 19.528 -0.010
C 8.849 8.264 20.292 0.048
C 8.276 7.118 19.726 0.013
C 7.681 7.116 18.495 -0.057
N 7.856 8.204 17.657 -0.250
H 9.434 10.320 19.874 0.139
H 9.283 8.179 21.278 0.153
H 8.331 6.168 20.331 0.171
H 7.112 6.345 18.030 0.110
```

Record 4
Entry from the OMol25 dataset: a single C9H22N2O2S3 molecule in a non-equilibrium geometry (wB97M-V/def2-TZVPD).

## Properties
Orbital gap = 9.4 eV
Multiplicity = 1
DFT total energy = -49266.1401 eV
Charge = 0
LUMO level = 0.47 eV
F_max = 0.1610 Eh/bohr

Geometry as XYZ:
```
38
Properties=species:S:1:pos:R:3:lowdin_charge:R:1
C 2.042 2.659 -1.838 -0.437
C 1.015 1.526 -1.967 -0.169
C -0.142 1.641 -0.905 -0.220
C -2.222 0.627 -0.227 -0.331
C -3.453 -0.274 -0.495 -0.573
C -1.044 -2.506 2.060 -0.568
C -0.457 -1.087 2.431 -0.231
C 1.126 -1.181 2.427 -0.234
C 1.757 -1.097 1.039 -0.361
H 1.799 4.327 -3.079 0.162
H 0.579 4.287 -1.703 0.146
H 2.525 2.326 -0.943 0.089
H 2.836 2.496 -2.585 0.119
H 0.605 1.609 -2.939 0.090
H 1.654 0.593 -1.738 0.102
H 0.226 1.517 0.128 0.104
H -0.563 2.689 -0.876 0.109
H -1.045 -0.001 -1.760 0.086
H -1.943 0.781 0.811 0.088
H -2.613 1.653 -0.501 0.119
H -3.737 -0.182 -1.537 0.064
H -4.205 0.337 0.119 0.108
H -0.710 -3.077 1.216 0.006
H -0.919 -3.258 2.870 0.077
H -0.775 -0.389 1.525 0.084
H -1.045 -0.598 3.229 0.104
H 1.496 -0.345 3.088 0.124
H 1.401 -2.131 2.932 0.109
H 2.122 -0.078 0.690 0.107
H 2.736 -1.608 1.310 0.112
H 1.775 -4.165 -0.215 0.140
N 1.720 3.989 -1.922 -0.072
N -0.943 0.401 -0.872 -0.101
O 1.694 -3.347 0.473 -0.395
O 1.864 -1.645 -1.548 -0.502
S -3.262 -2.013 -0.202 0.504
S -2.880 -2.515 1.844 0.501
S 0.987 -1.958 -0.340 0.941
```